[1]
The following is a DFT calculation (ωB97M-V with the def2-TZVPD basis set) of a cluster of 2 separate species, C3H6S2 in total at a distorted geometry.

The energy relative to the best compared isomer or geometry (same formula, charge and spin) comes out at 390.4 kJ/mol. The strongest force on any atom is 1.70 eV/Å.

CARTESIAN COORDINATES (ANGSTROEM)
H (1.754, 0.353, -1.000)
S (-2.236, 0.183, -0.947)
C (-1.060, -0.567, -1.749)
C (1.410, 0.521, -0.024)
H (-0.824, 0.143, -2.543)
H (-3.429, -0.111, 1.429)
H (1.623, 0.003, 1.959)
S (-2.816, -1.043, 0.747)
H (0.430, 0.800, 0.245)
C (2.076, 0.012, 0.986)
H (3.074, -0.294, 0.897)

Electronic structure analysis, Löwdin charges in units of e: atom 1 (H): 0.039, atom 2 (S): 0.454, atom 3 (C): -0.479, atom 4 (C): -0.085, atom 5 (H): -0.057, atom 6 (H): -0.236, atom 7 (H): 0.047, atom 8 (S): 0.338, atom 9 (H): 0.007, atom 10 (C): -0.059, atom 11 (H): 0.030



[2]
The following is a DFT calculation (ωB97M-V with the def2-TZVPD basis set) of a cluster of 13 separate species, C23H77O28P5 in total at a distorted geometry.

The energy relative to the best compared isomer or geometry (same formula, charge and spin) comes out at 0.0 kJ/mol. The strongest force on any atom is 2.42 eV/Å.

CARTESIAN COORDINATES (ANGSTROEM)
O (-2.985, -1.498, -6.721)
H (0.407, 8.246, -6.221)
H (6.930, 0.746, 4.088)
O (-0.280, -4.204, 3.417)
H (0.962, 4.168, -0.313)
H (0.043, -2.551, -0.082)
H (5.789, -1.819, 1.142)
O (4.641, 0.300, -1.743)
H (0.294, -7.110, -1.004)
H (1.157, -3.437, -1.179)
O (0.674, 0.874, -2.349)
C (6.551, 0.128, 3.272)
H (5.960, -0.641, 3.777)
C (-0.773, 3.985, -3.177)
H (-2.491, -4.423, -0.247)
H (-7.004, -1.918, -1.905)
H (-3.314, -2.131, 0.729)
H (-0.875, 8.642, -4.437)
H (-0.563, 3.833, 7.504)
H (3.159, -0.081, -3.200)
O (-0.934, 6.829, -3.445)
P (-0.239, -3.068, 4.535)
O (-1.326, 6.025, -5.849)
C (1.906, 3.745, -0.655)
H (-0.154, 8.654, -2.861)
H (-2.188, 4.591, 7.485)
O (-2.258, 1.447, 4.468)
H (-4.268, -0.667, -5.444)
H (3.534, 3.251, 0.222)
O (0.111, 4.674, -4.063)
H (-0.929, 2.951, -3.487)
H (1.652, 1.101, 3.930)
H (-0.302, 3.923, -2.198)
H (-1.907, 8.597, -2.940)
H (2.113, 2.685, 3.507)
O (1.295, -1.291, -1.106)
H (-1.844, 3.196, 8.482)
H (1.949, -3.517, 2.939)
O (1.207, 1.246, -5.270)
P (-1.382, 2.600, 5.142)
H (4.580, -1.348, -0.008)
H (-1.671, 1.656, -1.064)
H (-2.808, 0.293, -0.882)
C (2.030, -2.491, 3.299)
H (-2.527, -0.790, -3.374)
H (3.114, 1.476, -2.292)
C (-1.495, -0.783, -3.725)
H (-2.171, -4.825, 4.123)
O (0.886, -5.802, 0.387)
C (1.138, -6.427, -0.850)
H (2.343, -0.522, -5.594)
H (4.268, 1.239, -3.580)
H (-3.745, -2.249, -4.995)
H (-1.948, -4.726, 2.354)
C (1.262, 7.573, -6.141)
H (-1.569, -0.067, 3.261)
H (-3.062, -4.891, -2.510)
H (-1.747, 4.472, -3.139)
O (3.946, 1.281, 0.618)
H (1.723, 1.480, 2.239)
C (4.706, -1.725, 1.008)
H (7.408, -0.422, 2.880)
C (-0.999, 8.259, -3.426)
O (-0.013, 1.888, 5.563)
C (-1.896, 0.977, 3.195)
C (1.163, -3.064, 6.773)
C (-6.094, -1.913, -2.521)
H (-1.117, 1.456, 2.599)
C (-1.474, -4.985, 3.299)
C (2.238, 1.651, 3.185)
O (4.098, -0.865, 1.987)
O (-2.186, 2.813, 6.505)
O (-4.948, -1.515, -1.823)
H (1.498, -2.083, 6.433)
H (2.078, 4.125, -1.665)
H (4.281, -2.704, 1.215)
H (-1.091, 0.252, 6.245)
H (-2.002, 1.078, 0.510)
H (1.774, -2.625, 0.282)
O (-0.823, -0.208, -0.510)
O (3.022, 4.064, 0.177)
O (0.541, -3.800, 5.720)
P (-0.371, 6.039, -4.726)
H (-5.026, -2.230, 1.296)
H (-6.036, -2.937, -2.890)
C (3.752, 0.724, -2.763)
O (0.854, -2.062, 3.961)
H (4.323, 0.718, -0.910)
C (-4.075, -2.752, 1.208)
H (0.903, -0.370, -6.608)
O (5.900, 0.950, 2.332)
H (-2.795, -2.312, -7.195)
H (1.996, -3.627, 7.180)
H (1.334, 6.988, -7.061)
C (-4.100, -1.667, -5.851)
H (-6.322, -1.220, -3.337)
H (-1.461, -4.109, -2.893)
H (2.190, 8.130, -6.043)
H (-3.722, -2.962, 2.218)
H (1.830, 2.657, -0.697)
H (-5.012, -3.958, -0.022)
O (-4.212, -3.993, 0.509)
H (2.069, -6.996, -0.806)
H (-2.772, 0.908, 2.547)
C (-1.877, 0.732, -0.516)
H (-1.382, -1.448, -4.580)
H (2.275, -1.918, 2.402)
C (1.332, -0.086, -5.649)
H (-0.058, -5.609, 0.415)
P (0.166, -0.376, -1.764)
O (-1.798, -4.597, -0.899)
H (-2.741, -3.226, -2.083)
H (1.250, -5.810, -1.752)
H (-1.268, 0.208, -4.121)
H (0.855, -0.741, -4.900)
O (-1.217, 3.819, 4.330)
C (-2.270, -4.213, -2.175)
H (-5.074, -0.841, -1.156)
C (-0.067, 0.622, 6.211)
H (-5.051, -2.010, -6.256)
H (0.406, -2.891, 7.540)
O (-0.593, -1.358, -2.759)
H (1.396, 1.283, -4.322)
P (4.385, 0.719, 1.906)
O (3.592, 1.261, 3.175)
H (2.914, -2.396, 3.931)
C (1.040, -2.578, -0.523)
O (1.069, 6.648, -5.076)
H (-1.297, -6.060, 3.324)
H (0.374, 0.572, 7.208)
H (0.512, -0.091, 5.619)
C (-1.638, 3.650, 7.510)
O (-1.510, -2.468, 5.006)

Löwdin atomic charge list, values in e, 99 entries: atom 1 (O): -0.120, atom 2 (H): 0.074, atom 3 (H): 0.094, atom 4 (O): -0.209, atom 5 (H): 0.071, atom 6 (H): 0.082, atom 7 (H): 0.091, atom 8 (O): -0.152, atom 9 (H): 0.083, atom 10 (H): 0.082, atom 11 (O): -0.222, atom 12 (C): -0.117, atom 13 (H): 0.090, atom 14 (C): -0.092, atom 15 (H): 0.032, atom 16 (H): 0.080, atom 17 (H): 0.075, atom 18 (H): 0.071, atom 19 (H): 0.092, atom 20 (H): 0.061, atom 21 (O): -0.231, atom 22 (P): 0.394, atom 23 (O): -0.233, atom 24 (C): -0.163, atom 25 (H): 0.091, atom 26 (H): 0.093, atom 27 (O): -0.194, atom 28 (H): 0.081, atom 29 (H): 0.023, atom 30 (O): -0.195, atom 31 (H): 0.076, atom 32 (H): 0.066, atom 33 (H): 0.064, atom 34 (H): 0.088, atom 35 (H): 0.103, atom 36 (O): -0.200, atom 37 (H): 0.089, atom 38 (H): 0.092, atom 39 (O): -0.103, atom 40 (P): 0.388, atom 41 (H): 0.080, atom 42 (H): 0.089, atom 43 (H): 0.079, atom 44 (C): -0.094, atom 45 (H): 0.072, atom 46 (H): 0.059, atom 47 (C): -0.095, atom 48 (H): 0.087, atom 49 (O): -0.129, atom 50 (C): -0.175, atom 51 (H): 0.076, atom 52 (H): 0.083, atom 53 (H): 0.061, atom 54 (H): 0.073, atom 55 (C): -0.100, atom 56 (H): 0.084, atom 57 (H): 0.081, atom 58 (H): 0.087, atom 59 (O): -0.209, atom 60 (H): 0.091, atom 61 (C): -0.062, atom 62 (H): 0.092, atom 63 (C): -0.083, atom 64 (O): -0.225, atom 65 (C): -0.122, atom 66 (C): -0.086, atom 67 (C): -0.167, atom 68 (H): 0.086, atom 69 (C): -0.080, atom 70 (C): -0.084, atom 71 (O): -0.265, atom 72 (O): -0.208, atom 73 (O): -0.133, atom 74 (H): 0.071, atom 75 (H): 0.079, atom 76 (H): 0.090, atom 77 (H): 0.089, atom 78 (H): 0.061, atom 79 (H): 0.070, atom 80 (O): -0.208, atom 81 (O): -0.124, atom 82 (O): -0.215, atom 83 (P): 0.393, atom 84 (H): 0.085, atom 85 (H): 0.081, atom 86 (C): -0.160, atom 87 (O): -0.223, atom 88 (H): 0.003, atom 89 (C): -0.122, atom 90 (H): 0.083, atom 91 (O): -0.168, atom 92 (H): 0.079, atom 93 (H): 0.090, atom 94 (H): 0.093, atom 95 (C): -0.169, atom 96 (H): 0.078, atom 97 (H): 0.080, atom 98 (H): 0.088, atom 99 (H): 0.074



[3]
The following is a DFT calculation (ωB97M-V with the def2-TZVPD basis set) of the ion CHN4 with charge -1 at a distorted geometry.

The energy relative to the best compared isomer or geometry (same formula, charge and spin) comes out at 141.4 kJ/mol. The strongest force on any atom is 4.13 eV/Å. The charge is -1.

CARTESIAN COORDINATES (ANGSTROEM)
N (1.237, -0.640, 0.024)
N (1.297, 0.689, 0.021)
C (-0.725, -0.010, 0.051)
N (-0.001, 1.063, 0.009)
N (-0.089, -1.155, 0.027)
H (-1.719, 0.053, -0.131)

Electronic structure analysis, Löwdin charges in units of e: atom 1 (N): -0.194, atom 2 (N): -0.153, atom 3 (C): -0.478, atom 4 (N): -0.131, atom 5 (N): -0.063, atom 6 (H): 0.019



[4]
The following is a DFT calculation (ωB97M-V with the def2-TZVPD basis set) of a structure of composition H2MgO at a distorted geometry.

The energy relative to the best compared isomer or geometry (same formula, charge and spin) comes out at 102.6 kJ/mol. The strongest force on any atom is 9.17 eV/Å. The charge is +2.

CARTESIAN COORDINATES (ANGSTROEM)
O (0.323, -0.142, -1.960)
H (0.794, -0.888, -2.394)
Mg (0.065, -0.029, -0.394)
H (0.219, 0.532, -2.670)

Electronic structure analysis, Löwdin charges in units of e: atom 1 (O): 0.023, atom 2 (H): 0.186, atom 3 (Mg): 1.601, atom 4 (H): 0.190



Number 1: LUMO level -0.2390 eV. Number 2: LUMO level 0.0491 eV. Number 3: LUMO level 5.0641 eV. Number 4: LUMO level -13.4183 eV.